The following is a DFT calculation (ωB97M-V/def2-TZVPD) of a cluster of 3 separate species, C2H12N2O2 in total at a distorted geometry.

Results
LUMO energy: 0.70 eV
SMILES: NCCN.O.O
Kohn-Sham gap: 10.2 eV

```
! RIJCOSX wB97M-V def2-TZVPD def2/J DEFGRID3
* xyz 0 1
N -0.70929 -0.04376 -0.49578
C 0.06445 0.60349 0.60396
C -0.13846 -0.07115 1.92560
N 0.92358 0.32040 2.88707
H -1.48148 0.52220 -0.82106
H -1.14727 -0.92489 -0.24609
H -0.20670 1.64942 0.60417
H 1.10009 0.43640 0.31101
H -1.12775 0.15130 2.35806
H -0.06340 -1.12318 1.85710
H 0.71067 -0.13135 3.76679
H 0.95562 1.31832 3.03300
O -1.27986 0.54817 -5.09423
H -1.51025 1.44681 -5.37897
H -2.07921 0.30384 -4.60995
O 2.36368 -1.79734 -0.29497
H 1.88235 -1.77136 0.53783
H 1.74322 -1.43732 -0.94355
*
```